[1]
One molecule with the formula C3H3FO5S at a distorted geometry, computed with ωB97M-V/def2-TZVPD.

XYZ file:
```
13
Properties=species:S:1:pos:R:3:forces:R:3
C -0.392 -0.176 1.224 -0.347 0.933 -0.223
C -0.451 0.627 -0.098 -0.056 -0.700 -0.370
C 0.301 1.861 -0.266 0.318 0.249 -0.220
O -0.774 0.477 2.161 0.050 -0.001 -0.230
O -1.089 -2.172 -0.859 -0.341 -0.165 0.018
O 1.049 -3.207 -0.201 -0.109 -0.053 0.350
O 0.046 -1.369 1.199 0.295 -1.079 0.052
O 1.002 -0.938 -1.048 -1.035 0.867 0.650
F -1.493 0.450 -0.836 0.639 0.310 0.536
S 0.261 -2.055 -0.432 0.835 -0.033 -0.573
H -0.037 2.426 -1.133 -0.010 -0.084 0.047
H 1.364 1.621 -0.359 -0.069 -0.114 -0.016
H 0.212 2.456 0.649 -0.170 -0.130 -0.021
```
Positions in Å, forces in eV/Å.

As for the relative energy (zero: lowest compared OMol25 entry of this formula, charge and spin): 159.0 kJ/mol. The calculation puts the LUMO energy at -2.27 eV. The electronic energy is -990.2977 Ha. For the HOMO-LUMO gap, the calculation gives 0.3218 Ha.

Atomic partial charges in e from the Mulliken method, atoms 1 to 5: atom 1 (C): 0.718, atom 2 (C): 0.819, atom 3 (C): -1.178, atom 4 (O): -0.510, atom 5 (O): -0.543

=====

[2]
A 2-piece molecular cluster, C3H5BrN2 overall at a distorted geometry, computed with ωB97M-V/def2-TZVPD.

XYZ file:
```
11
Properties=species:S:1:pos:R:3:forces:R:3
H -0.584 1.859 -1.254 -0.910 -1.701 0.752
N -1.438 1.163 -1.140 1.760 -0.748 2.083
N -1.349 0.243 -0.258 -1.217 0.831 -1.864
C -0.624 -0.408 0.638 2.201 -1.269 2.645
C -0.151 -1.149 1.551 -2.329 3.066 -4.052
C 0.483 -1.943 2.572 0.189 -0.250 -1.898
H 1.495 -1.668 2.635 1.438 0.251 0.466
H -0.004 -1.838 3.469 -1.096 0.572 2.323
H 0.422 -2.992 2.367 -0.039 -0.750 -0.455
Br 0.407 3.660 -5.766 0.637 -0.400 0.657
H 1.343 3.072 -4.813 -0.634 0.398 -0.657
```
Positions in Å, forces in eV/Å.

As for the relative energy (zero: lowest compared OMol25 entry of this formula, charge and spin): 342.8 kJ/mol. As for the structure (SMILES): [H]/N=N\C#CC.Br. The calculation puts the LUMO energy at -0.50 eV. The electronic energy is -2800.6580 Ha. For the HOMO-LUMO gap, the calculation gives 0.2856 Ha.

Atomic partial charges in e from the Mulliken method, atoms 1 to 5: atom 1 (H): 0.200, atom 2 (N): -0.484, atom 3 (N): 0.050, atom 4 (C): 0.772, atom 5 (C): -0.044

=====

[3]
C34H34BIrN8 as an isolated structure, computed with ωB97M-V/def2-TZVPD.

XYZ file:
```
78
Properties=species:S:1:pos:R:3:forces:R:3
Ir -0.163 -0.373 -0.072 -0.199 0.422 -0.342
C 2.296 4.307 -1.046 -0.046 -0.017 -0.006
C 2.203 2.897 -0.577 0.205 -0.056 0.172
C 3.168 2.128 0.063 -0.014 0.128 -0.137
C 2.611 0.868 0.252 -0.013 0.143 -0.098
N 1.360 0.892 -0.234 0.440 -0.103 -0.024
N 1.110 2.132 -0.739 -0.026 0.048 0.015
B -0.275 2.473 -1.350 -0.037 -0.057 -0.201
N -1.328 2.295 -0.209 0.214 0.081 0.267
N -1.402 1.072 0.328 0.423 0.216 0.062
C -2.428 0.974 1.160 -0.019 -0.209 -0.024
C -3.015 2.233 1.245 -0.042 0.139 -0.188
C -2.293 3.045 0.361 -0.383 -0.084 -0.002
C -2.531 4.466 -0.018 0.036 -0.003 0.024
C -2.689 -0.420 1.546 -0.275 0.179 0.189
C -3.216 -0.818 2.764 0.016 0.059 -0.141
C -3.356 -2.174 3.034 0.008 0.002 -0.036
C -2.973 -3.129 2.098 -0.030 -0.074 0.008
C -2.440 -2.741 0.878 -0.149 -0.108 0.031
C -2.310 -1.389 0.598 0.325 -0.105 0.302
N -0.553 1.361 -2.417 -0.280 0.025 0.014
N -0.481 0.087 -1.992 -0.023 0.238 0.136
C -0.682 -0.746 -2.997 -0.109 -0.254 -0.060
C -0.943 0.004 -4.142 0.075 0.237 -0.033
C -0.846 1.336 -3.738 0.023 -0.043 -0.111
C -0.995 2.578 -4.546 0.006 -0.005 0.017
C -0.567 -2.153 -2.598 0.035 -0.123 -0.139
C 0.307 -2.441 -1.532 0.057 -0.018 0.234
C 0.389 -3.717 -0.994 0.044 -0.097 -0.149
C -0.394 -4.728 -1.535 0.027 -0.059 -0.033
C -1.241 -4.458 -2.603 0.036 -0.058 0.058
C -1.334 -3.177 -3.133 0.021 0.098 0.006
C 3.237 -0.317 0.865 -0.040 -0.079 -0.009
C 3.768 -0.218 2.147 -0.002 -0.076 0.074
C 4.369 -1.320 2.741 -0.017 0.059 -0.013
C 4.456 -2.521 2.054 -0.026 -0.012 -0.044
C 3.960 -2.614 0.759 0.047 -0.091 0.076
C 3.356 -1.518 0.166 0.056 0.175 -0.067
H 3.256 4.722 -0.749 -0.001 0.010 -0.007
H 1.507 4.924 -0.617 0.001 0.005 0.001
H 2.218 4.367 -2.131 -0.002 -0.006 -0.001
H 4.174 2.425 0.309 -0.002 0.010 -0.002
H -0.314 3.573 -1.796 0.044 -0.044 -0.056
H -3.906 2.499 1.789 0.052 0.091 0.020
H -3.374 4.859 0.543 0.003 0.004 0.001
H -2.754 4.557 -1.081 -0.001 -0.011 -0.003
H -1.657 5.081 0.196 -0.002 0.004 -0.001
H -3.498 -0.071 3.496 -0.026 -0.049 0.016
H -3.771 -2.491 3.981 0.003 0.003 0.006
H -3.103 -4.180 2.318 -0.002 0.001 0.017
H -2.171 -3.484 0.138 0.037 0.063 0.016
H -2.052 -1.081 -0.435 -0.338 -0.160 -0.121
H -1.133 -0.353 -5.139 -0.009 0.025 0.003
H -1.258 2.320 -5.569 -0.001 0.011 -0.004
H -0.066 3.149 -4.565 0.002 -0.005 0.001
H -1.777 3.219 -4.141 -0.003 -0.002 -0.002
H 1.088 -1.705 -1.245 -0.005 -0.056 0.010
H 1.093 -3.935 -0.201 0.004 0.050 0.020
H -0.325 -5.733 -1.140 -0.015 -0.008 -0.002
H -1.841 -5.253 -3.024 -0.003 -0.001 -0.006
H -2.019 -2.967 -3.945 0.016 -0.019 -0.010
H 3.714 0.724 2.680 0.011 0.005 -0.014
H 4.788 -1.234 3.735 0.004 0.004 0.006
H 4.938 -3.374 2.512 0.001 -0.003 -0.004
H 4.078 -3.535 0.202 0.000 0.010 -0.017
H 3.067 -1.562 -0.877 -0.044 -0.030 0.007
C 0.585 1.715 2.778 0.020 -0.089 0.165
C 0.627 0.228 2.860 -0.295 0.075 -0.269
N 0.322 -0.654 1.913 0.171 -0.607 0.350
C 0.500 -1.920 2.457 -0.057 0.133 -0.051
C 0.892 -1.793 3.742 0.060 0.077 0.054
N 0.959 -0.439 3.975 0.042 -0.089 0.115
H 0.358 2.041 1.771 0.009 0.050 -0.047
H 1.544 2.146 3.073 -0.005 -0.025 -0.016
H -0.180 2.107 3.450 -0.009 0.014 -0.009
H 0.330 -2.814 1.883 -0.025 0.021 -0.004
H 1.131 -2.525 4.493 0.003 0.009 0.008
H 1.230 -0.005 4.842 -0.005 0.012 0.002
```
Positions in Å, forces in eV/Å.

As for the relative energy (zero: lowest compared OMol25 entry of this formula, charge and spin): 0.0 kJ/mol. The calculation puts the LUMO energy at -5.99 eV. Its net charge is +2. The electronic energy is -1882.9245 Ha. For the HOMO-LUMO gap, the calculation gives 0.2982 Ha.

Atomic partial charges in e from the Mulliken method, atoms 1 to 5: atom 1 (Ir): -1.033, atom 2 (C): -1.487, atom 3 (C): 0.897, atom 4 (C): -1.320, atom 5 (C): -0.164

=====

[4]
A 2-piece molecular cluster, C3H4ClFO overall at a distorted geometry, computed with ωB97M-V/def2-TZVPD.

XYZ file:
```
10
Properties=species:S:1:pos:R:3:forces:R:3
C -1.295 -0.743 0.076 -0.029 -0.122 -0.604
C -0.416 0.412 0.118 4.523 -0.194 -0.952
C 1.664 0.289 -0.156 -4.691 0.127 0.503
O -0.924 -0.106 1.274 -0.057 0.365 0.808
F -0.803 1.636 -0.263 -0.226 -0.165 0.195
Cl -2.962 -0.573 -0.423 0.100 -0.051 0.036
H -0.904 -1.743 -0.068 -0.157 -0.006 -0.024
H 1.870 -0.720 0.151 0.191 -0.224 0.062
H 2.016 1.060 0.500 0.187 0.226 0.180
H 1.753 0.487 -1.209 0.159 0.046 -0.204
```
Positions in Å, forces in eV/Å.

As for the relative energy (zero: lowest compared OMol25 entry of this formula, charge and spin): 244.7 kJ/mol. The calculation puts the LUMO energy at 0.86 eV. The electronic energy is -751.8977 Ha. For the HOMO-LUMO gap, the calculation gives 0.3985 Ha.

Atomic partial charges in e from the Mulliken method, atoms 1 to 5: atom 1 (C): -0.146, atom 2 (C): 0.498, atom 3 (C): -0.788, atom 4 (O): -0.365, atom 5 (F): -0.226

=====

[5]
C45H100AsF6N3P as an isolated structure at a distorted geometry, computed with ωB97M-V/def2-TZVPD.

XYZ file:
```
156
Properties=species:S:1:pos:R:3:forces:R:3
C 1.592 -8.039 0.599 0.224 -1.456 1.693
C 0.796 -6.872 0.940 -1.534 2.377 1.001
C 0.879 -6.404 2.389 2.404 0.187 0.943
N 0.399 -5.011 2.735 -1.614 -1.746 0.343
C 0.638 -4.763 4.190 0.536 0.419 0.635
C -0.038 -3.518 4.765 1.158 0.997 0.090
C -1.515 -3.628 4.569 -1.226 0.834 0.790
C -1.765 -3.889 3.118 -0.493 2.655 -1.645
C -1.121 -5.071 2.572 0.511 -1.241 -0.584
C 0.999 -4.005 1.925 1.140 2.470 -0.538
H 1.191 -8.875 1.192 0.119 -0.144 -0.587
H 2.623 -8.018 0.838 1.177 0.422 0.113
H 1.461 -8.173 -0.425 -0.027 -0.859 -1.724
H -0.202 -7.171 0.724 -1.199 -0.035 -0.062
H 0.940 -6.003 0.299 0.500 -0.066 -0.138
H 1.940 -6.383 2.694 0.000 0.165 -0.440
H 0.506 -7.031 3.188 -0.807 -0.522 -0.370
H 0.153 -5.613 4.649 0.284 -0.340 0.498
H 1.719 -4.728 4.423 -0.491 -0.351 -0.454
H 0.272 -3.459 5.811 -0.244 -0.341 0.093
H 0.380 -2.560 4.376 -0.292 -0.696 -0.238
H -1.852 -4.502 5.110 -0.247 -0.353 0.385
H -2.132 -2.771 4.999 0.963 -0.885 -0.749
H -2.807 -3.999 2.834 -0.342 0.216 0.299
H -1.366 -3.066 2.443 -0.764 -0.250 1.037
H -1.466 -5.967 3.129 0.366 0.180 -0.702
H -1.346 -5.089 1.482 0.309 -0.569 0.761
H 0.676 -3.004 2.276 0.269 -0.611 -0.271
H 0.692 -4.064 0.891 0.005 -0.162 -0.168
H 2.103 -4.034 2.009 -0.599 -0.197 -0.070
C -3.977 -6.018 -9.363 -1.019 1.250 1.273
C -4.410 -5.177 -8.120 0.802 0.446 -0.716
C -3.176 -4.625 -7.386 -0.218 0.085 0.148
N -3.523 -3.757 -6.178 -0.129 -0.018 -0.295
C -2.193 -3.299 -5.545 -0.879 0.909 -0.366
C -2.372 -2.176 -4.471 -0.039 -2.134 0.404
C -3.190 -1.035 -4.977 0.610 1.000 -0.559
C -4.493 -1.518 -5.481 -1.630 -1.478 0.341
C -4.334 -2.514 -6.631 0.030 -0.557 0.787
C -4.317 -4.581 -5.215 0.517 -0.209 -0.390
H -3.620 -6.988 -9.115 0.145 -0.856 0.437
H -3.184 -5.502 -9.827 0.886 0.581 -0.975
H -4.821 -6.093 -10.024 -0.193 -0.147 -0.407
H -5.089 -5.764 -7.522 0.174 -0.273 0.531
H -4.972 -4.290 -8.379 -0.358 -0.054 -0.790
H -2.530 -3.925 -7.961 -0.561 -0.894 -0.268
H -2.596 -5.490 -7.057 0.324 0.338 0.338
H -1.581 -2.910 -6.386 -0.360 -0.269 0.442
H -1.755 -4.215 -5.173 0.298 0.005 0.238
H -1.362 -1.920 -4.189 0.273 0.333 0.207
H -2.848 -2.628 -3.569 0.316 0.325 -0.493
H -2.655 -0.565 -5.826 -0.117 0.099 0.421
H -3.402 -0.271 -4.228 0.487 -0.030 0.114
H -5.112 -0.718 -5.841 -0.237 0.513 -0.339
H -5.107 -1.960 -4.639 0.628 0.311 -0.832
H -3.755 -2.030 -7.424 -0.160 -0.313 -0.112
H -5.308 -2.888 -6.986 0.535 0.276 0.029
H -3.680 -5.384 -4.830 -0.231 0.175 -0.112
H -5.236 -4.972 -5.638 0.230 -0.093 -0.465
H -4.640 -3.940 -4.451 -0.132 0.689 1.358
C -1.956 0.495 10.126 -0.189 -0.817 0.304
C -1.190 1.325 9.089 -0.044 -0.753 0.466
C -1.777 1.216 7.689 -0.075 -0.237 -0.055
C -1.090 2.258 6.786 -0.825 -0.678 -1.049
N -1.344 2.099 5.277 0.776 -0.256 -1.003
C -0.644 0.862 4.587 -1.101 -0.550 0.226
C 0.501 1.371 3.725 0.233 0.811 1.815
C -0.026 2.733 3.274 0.769 0.963 0.043
C -0.695 3.324 4.518 0.542 -0.971 1.627
C -2.878 2.056 5.117 1.141 1.205 -0.171
C -3.393 2.295 3.701 0.987 -1.479 0.581
C -4.908 2.347 3.741 0.203 0.906 0.824
H -2.142 -0.581 9.808 0.268 1.315 0.388
H -2.897 0.943 10.462 -0.193 -0.031 -0.712
H -1.419 0.507 11.077 0.369 -0.386 -0.201
H -0.151 0.955 9.050 -0.244 0.384 0.106
H -1.209 2.351 9.446 0.276 0.257 -0.135
H -2.847 1.413 7.750 -0.062 0.099 -0.059
H -1.697 0.140 7.388 0.229 0.902 -0.247
H -0.017 2.259 6.931 0.189 0.141 0.045
H -1.543 3.244 6.926 0.480 -0.059 0.658
H -1.450 0.503 3.935 0.327 -0.522 0.324
H -0.315 0.113 5.354 -0.668 0.751 -0.630
H 0.849 0.774 2.894 -0.429 -0.422 0.093
H 1.336 1.431 4.470 -0.196 0.626 -0.933
H -0.782 2.701 2.488 0.181 -0.540 -0.168
H 0.823 3.338 2.870 -0.824 -0.108 0.534
H -1.499 4.037 4.377 0.294 0.285 -0.074
H 0.033 3.669 5.288 -0.405 0.187 -0.929
H -3.221 2.896 5.745 -0.078 -0.497 -0.034
H -3.135 1.120 5.552 -0.635 -0.703 0.221
H -3.005 1.505 3.065 -0.146 -0.250 -0.298
H -2.858 3.179 3.402 -0.649 0.648 -0.689
H -5.416 2.214 2.806 0.087 0.446 -0.672
H -5.105 3.331 4.205 -0.715 -0.488 -0.354
H -5.344 1.565 4.361 0.266 -0.003 0.330
C 5.346 7.922 -1.035 0.704 0.001 0.142
C 5.404 7.278 -2.417 -0.714 -0.688 -0.018
C 4.210 6.271 -2.587 -0.166 1.302 -0.564
C 4.473 4.977 -1.882 -0.326 0.050 2.558
P 3.177 3.760 -1.781 -1.700 0.668 -0.617
C 3.730 2.236 -0.955 0.113 0.978 -1.526
C 4.889 1.569 -1.796 -1.807 -0.396 0.907
C 4.838 0.070 -1.498 -0.045 -0.801 -1.998
C 4.865 -0.404 -0.080 2.433 0.328 0.620
C 1.593 4.434 -1.037 1.129 -2.394 -0.001
C 1.784 5.137 0.284 0.453 0.665 -0.328
C 0.518 5.740 0.885 0.510 0.608 -0.155
C 0.011 7.068 0.343 2.230 0.577 0.365
C 2.604 3.433 -3.500 -0.281 -0.502 1.770
C 1.535 2.342 -3.468 -0.034 -0.403 -2.025
C 1.415 1.638 -4.871 0.405 -1.019 1.036
C 2.615 0.758 -5.217 -0.559 0.101 -0.771
H 4.572 8.663 -0.959 -0.396 0.428 -0.145
H 6.277 8.377 -0.699 0.092 0.230 -0.493
H 5.167 7.224 -0.238 -0.324 -0.745 0.316
H 6.316 6.719 -2.574 0.442 -0.069 0.080
H 5.382 8.046 -3.186 -0.168 -0.010 -0.083
H 3.965 5.999 -3.618 0.289 0.531 -0.206
H 3.331 6.833 -2.200 0.201 -0.745 -0.041
H 4.721 5.170 -0.818 -0.061 0.040 -0.201
H 5.315 4.409 -2.194 1.002 -0.229 -0.891
H 2.796 1.663 -0.997 0.413 -0.310 0.519
H 4.027 2.509 0.062 -0.157 -0.316 -0.090
H 5.811 2.011 -1.463 0.573 0.169 -0.219
H 4.716 1.684 -2.887 0.307 0.206 0.676
H 5.648 -0.379 -2.124 -0.409 0.052 0.723
H 3.911 -0.360 -1.945 0.336 0.559 0.064
H 4.657 -1.449 -0.051 -0.595 -0.720 0.106
H 4.227 0.146 0.585 -0.520 0.088 0.238
H 5.903 -0.358 0.339 -0.672 0.298 -0.232
H 0.956 3.508 -1.036 0.359 0.790 0.529
H 1.207 5.004 -1.825 -0.669 1.356 -1.078
H 2.568 5.900 0.137 -0.259 -0.055 0.242
H 2.202 4.389 0.941 0.136 -0.151 0.618
H 0.619 5.861 1.936 0.460 0.011 1.111
H -0.214 4.999 0.774 -1.486 -1.155 -0.224
H -0.862 7.415 0.845 -0.928 -0.091 0.118
H -0.112 6.982 -0.715 -0.405 0.340 -0.760
H 0.763 7.882 0.562 -0.529 -0.834 -0.454
H 3.457 3.168 -4.069 0.864 -0.241 -0.779
H 2.166 4.344 -3.882 0.140 0.389 -0.147
H 0.613 2.840 -3.249 -0.791 0.099 0.173
H 1.676 1.596 -2.706 0.219 -0.402 0.242
H 1.245 2.339 -5.667 -0.241 0.537 -0.220
H 0.642 0.876 -4.872 -0.893 0.584 0.222
H 2.665 0.535 -6.282 -0.044 0.327 -0.164
H 2.543 -0.222 -4.783 0.123 -0.311 0.773
H 3.513 1.245 -4.954 1.358 0.242 0.299
As 0.257 -0.417 -0.206 1.588 0.338 0.146
F -0.140 -0.344 1.515 -0.267 0.236 -0.077
F 1.885 -0.833 0.340 -0.479 -0.143 -0.706
F 0.672 -0.566 -1.943 -0.146 0.178 1.475
F -1.336 0.034 -0.579 -0.625 0.459 -0.371
F 0.783 1.229 -0.167 -0.156 0.516 -0.190
F -0.216 -2.030 -0.129 -0.245 -1.832 -0.357
```
Positions in Å, forces in eV/Å.

The calculation puts the LUMO energy at -5.05 eV. Its net charge is +3. The electronic energy is -5114.4599 Ha. For the HOMO-LUMO gap, the calculation gives 0.4070 Ha.

Atomic partial charges in e from the Mulliken method, atoms 1 to 5: atom 1 (C): -1.580, atom 2 (C): -0.167, atom 3 (C): -0.856, atom 4 (N): 0.598, atom 5 (C): -0.748

=====

| no. | E_HOMO (eV) |
| --- | --- |
| 1 | -11.02 |
| 2 | -8.27 |
| 3 | -14.11 |
| 4 | -9.99 |
| 5 | -16.13 |